{"formula": "C34H53AsBrP2S4SiTcTe", "method": "wB97M-V/def2-TZVPD", "symbols": ["Te", "Tc", "Br", "As", "S", "S", "S", "S", "P", "P", "Si", "C", "C", "C", "C", "C", "C", "C", "C", "C", "C", "C", "C", "C", "C", "C", "C", "C", "C", "C", "C", "C", "C", "C", "C", "C", "C", "C", "C", "C", "C", "C", "C", "C", "C", "H", "H", "H", "H", "H", "H", "H", "H", "H", "H", "H", "H", "H", "H", "H", "H", "H", "H", "H", "H", "H", "H", "H", "H", "H", "H", "H", "H", "H", "H", "H", "H", "H", "H", "H", "H", "H", "H", "H", "H", "H", "H", "H", "H", "H", "H", "H", "H", "H", "H", "H", "H", "H"], "positions_angstrom": [[1.33291, 1.39270, -2.42555], [0.73115, 1.40845, 0.31373], [0.47853, -1.17878, 0.61083], [0.57564, 6.79444, -0.47100], [1.77203, 4.84923, -0.06921], [-1.20039, 6.01637, -1.51075], [0.29155, 3.46630, 0.04957], [-1.31686, 6.34587, 0.57356], [0.70238, 1.80551, 2.73274], [2.99548, 1.61745, 0.70729], [-1.74308, -2.02450, 0.57986], [-3.02499, -3.77453, -1.21940], [4.41151, 3.44997, 2.33816], [2.23224, -1.53565, -2.71069], [-1.86311, 0.10955, -5.12200], [-1.66698, -1.92838, -2.23801], [2.40570, -0.23959, -3.18029], [2.31348, 3.63877, 4.15126], [4.15433, 2.16879, -0.57654], [-2.95050, 0.10400, 2.06226], [3.84615, -2.31409, -4.31211], [-0.46597, 1.17507, -3.49879], [-2.13018, 0.74923, -0.16508], [-1.44567, 2.13710, -3.26848], [-0.54415, -3.89795, -1.27680], [-1.32777, -2.47920, 3.41274], [3.47230, 4.37448, 4.34837], [-2.85443, 1.04909, -4.88383], [2.19094, 2.81246, 3.03857], [-4.16306, -0.67358, 0.03463], [-0.66061, 0.16643, -4.42870], [4.52046, 4.27963, 3.44379], [-3.37527, -3.46391, 2.35429], [2.95451, -2.57369, -3.28005], [-1.88516, -3.12900, 2.13340], [-2.76355, -0.40151, 0.62571], [-2.64436, 2.06573, -3.96035], [3.24609, 2.72173, 2.12622], [4.01913, -1.01860, -4.77716], [3.75063, 0.03743, 1.20318], [3.29999, 0.02571, -4.21419], [-1.13155, -4.45444, 1.94593], [-1.73255, -2.94064, -1.08967], [0.82393, 0.45409, 3.94227], [-0.66794, 2.80771, 3.37928], [-1.60449, -2.46939, -3.18616], [4.71303, -0.81759, -5.58195], [-4.14275, -0.91263, -1.02666], [4.40717, -3.12475, -4.75650], [-3.49398, 1.05351, 2.03769], [-4.67320, -1.48364, 0.55738], [-0.49822, -4.69066, -0.53671], [-1.25978, 1.13793, 0.41605], [-3.41089, 2.80968, -3.78862], [3.55706, 5.02173, 5.21071], [5.42452, 4.85276, 3.59798], [1.15478, 0.87095, 4.89438], [-0.72273, 3.75180, 2.83615], [-0.29474, -2.14673, 3.28489], [-0.52574, 3.00624, 4.44132], [-2.02061, -0.67101, -5.85451], [-3.93467, -3.18833, -1.08916], [-1.82071, 0.51165, -1.18177], [-0.64923, -4.37327, -2.25551], [-1.32317, -3.22903, 4.20670], [5.23697, 3.38851, 1.64137], [-3.05203, -4.60844, -0.51877], [1.51096, 3.72067, 4.87272], [4.76909, 0.19866, 1.55785], [3.77216, -0.63292, 0.34139], [-1.92866, -1.64218, 3.76610], [-3.52053, -0.57834, 2.68622], [-1.28537, 2.93987, -2.55468], [4.12620, 1.47096, -1.41571], [-3.83170, -3.95852, 1.49660], [-3.06056, -4.20058, -2.22545], [5.17057, 2.15567, -0.18082], [0.11339, -0.56549, -4.62677], [-2.81740, 1.59869, -0.20268], [0.41515, -3.37932, -1.26992], [-3.45207, -4.15320, 3.19888], [-4.77718, 0.22286, 0.15742], [-1.54411, -5.06347, 1.14426], [3.91572, 3.16857, -0.93545], [-3.78721, 1.00032, -5.42897], [-2.53321, -1.26986, -2.30255], [1.53803, -1.73012, -1.90592], [-0.77401, -1.30140, -2.16454], [1.53814, -0.30155, 3.61984], [-1.61121, 2.27890, 3.25714], [-1.98368, 0.27588, 2.54173], [-1.22441, -5.03494, 2.86657], [-0.14977, -0.01891, 4.08061], [-3.97572, -2.59030, 2.60127], [-0.06538, -4.30654, 1.76001], [3.17038, -0.43765, 1.99253], [2.81970, -3.58448, -2.91813], [3.43317, 1.03414, -4.58687]], "forces_ev_per_angstrom": [[-0.02, 0.06, -0.04], [-0.25, 0.57, -0.05], [0.35, -0.37, 0.31], [-0.04, 0.05, 0.06], [0.05, -0.04, 0.03], [-0.06, -0.02, -0.01], [0.08, -0.04, 0.01], [0.02, 0.05, -0.04], [0.04, -0.06, -0.06], [0.09, -0.10, -0.08], [-0.12, -0.09, -0.01], [0.01, 0.04, -0.06], [0.00, -0.02, -0.01], [-0.02, 0.02, 0.08], [0.02, -0.01, -0.02], [0.06, 0.03, 0.03], [0.01, -0.06, -0.03], [0.00, -0.05, 0.01], [0.04, 0.04, 0.03], [0.12, 0.02, -0.05], [0.00, -0.02, 0.00], [-0.06, 0.03, 0.02], [0.22, 0.02, -0.18], [0.02, -0.06, 0.02], [0.06, 0.03, 0.02], [0.04, 0.01, -0.08], [0.02, 0.01, 0.00], [-0.02, 0.02, 0.00], [0.01, -0.02, -0.02], [-0.02, 0.06, 0.06], [0.06, 0.06, -0.08], [0.00, -0.01, 0.01], [0.03, -0.01, 0.02], [0.00, 0.00, 0.01], [-0.01, 0.09, 0.02], [-0.09, -0.10, -0.02], [-0.03, -0.01, -0.03], [-0.05, -0.02, 0.02], [0.02, 0.00, -0.02], [0.02, -0.01, -0.02], [-0.03, 0.04, 0.01], [0.05, 0.01, -0.03], [-0.17, -0.05, 0.05], [-0.05, 0.00, 0.00], [0.00, 0.04, -0.04], [0.00, 0.00, -0.01], [0.00, 0.00, -0.01], [0.03, 0.00, -0.02], [0.01, -0.01, 0.00], [0.00, 0.02, 0.00], [0.00, -0.03, 0.00], [-0.02, 0.00, -0.01], [-0.13, 0.05, 0.18], [-0.01, 0.01, 0.00], [0.00, 0.01, 0.00], [0.00, 0.01, 0.01], [-0.02, -0.02, 0.01], [0.01, 0.00, 0.01], [-0.05, -0.04, -0.01], [0.00, 0.00, 0.00], [0.00, 0.00, -0.01], [-0.01, 0.02, 0.02], [-0.10, -0.05, 0.09], [0.02, 0.00, -0.02], [-0.05, -0.01, 0.03], [0.00, 0.01, 0.00], [0.02, 0.00, 0.03], [-0.01, 0.00, 0.00], [0.01, 0.01, -0.01], [0.00, 0.00, 0.00], [0.02, 0.00, -0.04], [-0.03, -0.04, 0.00], [0.01, 0.00, -0.01], [-0.01, -0.02, 0.02], [0.01, 0.00, -0.03], [0.00, -0.01, -0.01], [-0.01, 0.02, -0.01], [-0.01, -0.01, 0.03], [-0.03, 0.01, -0.03], [-0.01, 0.00, 0.02], [0.00, -0.01, 0.01], [-0.01, 0.00, -0.01], [-0.03, 0.01, -0.01], [-0.01, -0.01, 0.00], [-0.01, 0.00, 0.00], [-0.03, -0.03, 0.02], [0.01, -0.02, -0.02], [-0.02, -0.03, -0.02], [0.01, 0.00, -0.01], [0.01, -0.02, -0.04], [-0.02, -0.01, 0.03], [0.01, 0.00, 0.01], [0.06, 0.03, -0.05], [-0.03, 0.04, 0.00], [0.01, 0.00, -0.02], [0.01, 0.01, 0.02], [0.00, -0.01, 0.00], [0.00, 0.00, 0.01]], "mulliken_charge": [0.644, 0.053, -0.132, 0.382, -0.051, -0.120, 0.164, -0.123, 1.023, 1.489, -1.241, -1.886, -1.033, 0.497, -0.563, -2.046, 0.086, -0.926, -1.532, -1.632, -0.598, 0.717, -0.631, -0.439, -1.375, -1.699, -0.885, -0.775, 0.853, -1.878, -0.367, -0.864, -1.663, -0.715, 2.538, 3.221, -0.542, 0.209, -0.702, -1.207, -0.609, -2.048, 2.705, -1.189, -1.266, 0.835, 0.441, 0.343, 0.419, 0.673, 0.400, 0.389, -0.690, 0.467, 0.451, 0.443, 0.627, 0.344, 0.235, 0.557, 0.463, 0.346, -0.379, 0.591, 0.587, 0.360, 0.392, 0.340, 0.511, 0.312, 0.321, 0.353, 0.158, 0.450, 0.326, 0.526, 0.533, 0.506, 0.678, -0.105, 0.549, 0.582, 0.396, 0.358, 0.428, 0.187, -0.247, -0.192, 0.213, 0.281, -0.350, 0.636, 0.239, 0.323, 0.368, 0.207, 0.491, 0.484], "lumo_ev": -6.933, "multiplicity": 1, "gap_ev": 6.4, "total_energy_ha": -9050.5783, "homo_energy_ha": -0.492, "charge": 2, "max_force_ev_per_a": 0.63}

=====

{"formula": "CH4NO2", "method": "wB97M-V/def2-TZVPD", "symbols": ["O", "O", "N", "C", "H", "H", "H", "H"], "positions_angstrom": [[1.18076, 0.48523, 0.32519], [-1.24756, -1.10946, 0.24161], [1.83643, -0.62039, -0.04291], [-1.16778, 0.12669, 0.18048], [-1.01506, 0.60052, -0.80728], [-1.73027, 0.81196, 0.82225], [0.00041, 0.43580, 0.33059], [2.14307, -0.73035, -1.04994]], "forces_ev_per_angstrom": [[2.46, -0.11, -1.28], [-0.64, -2.30, 0.35], [-0.15, -0.64, 1.46], [-0.92, 1.43, -1.24], [-0.50, 0.15, -0.75], [-0.31, 0.11, 0.73], [1.13, -0.07, 0.51], [-1.08, 1.43, 0.22]], "nbo_charge": [-0.522, -0.640, -0.411, -0.131, 0.084, 0.080, 0.317, 0.224], "lumo_ev": [4.809, 4.732], "multiplicity": 1, "gap_ev": [7.2, 7.7], "total_energy_ha": -245.5678, "homo_energy_ha": [-0.089, -0.108], "charge": -1, "max_force_ev_per_a": 2.78}

=====

{"formula": "C9H16FN2O7PSi2", "method": "wB97M-V/def2-TZVPD", "symbols": ["P", "Si", "Si", "F", "O", "O", "O", "O", "O", "O", "O", "N", "N", "C", "C", "C", "C", "C", "C", "C", "C", "C", "H", "H", "H", "H", "H", "H", "H", "H", "H", "H", "H", "H", "H", "H", "H", "H"], "positions_angstrom": [[-0.27695, 0.38010, 0.39889], [-3.03761, 2.46693, -0.43717], [-0.19488, 2.62081, -0.03954], [1.66081, 3.38681, 1.67898], [-5.22399, 0.39808, 2.07341], [-0.97278, 0.12553, 1.87448], [3.20123, -6.86368, -3.28068], [1.29415, 0.13235, 0.78661], [-1.59074, 3.18408, -0.76578], [4.66017, -5.42647, -3.93394], [-4.82547, 2.45344, 1.74903], [3.67846, -5.74797, -3.29699], [-4.34943, 1.15103, 1.96169], [-3.82150, 3.25801, 1.10801], [2.91419, -2.45775, -1.72389], [-0.49668, 3.61136, 2.69168], [3.02013, -4.71039, -2.48446], [0.32292, 3.74442, 1.41070], [1.81164, -2.78277, -0.94532], [1.31555, -4.07990, -0.94828], [3.52822, -3.42560, -2.50160], [1.91990, -5.05587, -1.72335], [0.45579, -4.33292, -0.34333], [1.54307, -6.06722, -1.73414], [0.19481, 3.44114, 3.51764], [-1.19707, 2.77832, 2.68728], [3.29783, -1.44676, -1.72174], [1.34506, -2.01999, -0.33750], [-1.02539, 4.53625, 2.92099], [1.42971, 0.32713, 1.72462], [4.38734, -3.18521, -3.10912], [0.89341, 2.73578, -1.02980], [-2.93312, 1.00114, -0.29046], [-3.95893, 2.73360, -1.55613], [-3.10091, 3.63556, 1.83351], [-1.81624, 0.58571, 1.97018], [0.30723, 4.78543, 1.08233], [-4.35996, 4.12952, 0.73318]], "forces_ev_per_angstrom": [[-0.30, -0.71, -1.04], [-0.71, 0.35, -0.46], [0.64, 0.73, 0.04], [0.04, 0.02, -0.02], [-0.27, -0.24, 0.37], [0.14, 0.33, 0.18], [-0.03, -0.07, 0.01], [-0.21, -0.01, 0.51], [0.03, -0.50, 0.61], [0.05, 0.03, -0.04], [-0.19, -0.20, -0.27], [-0.01, 0.01, -0.01], [0.36, 0.29, -0.19], [0.27, 0.19, -0.06], [-0.05, -0.02, 0.04], [0.24, 0.16, 0.17], [-0.02, 0.04, 0.04], [-0.56, -0.14, -0.08], [-0.01, -0.02, -0.01], [0.03, 0.08, 0.00], [0.10, 0.15, -0.03], [-0.14, -0.09, 0.08], [-0.01, -0.01, 0.00], [0.07, -0.04, -0.05], [0.02, -0.02, 0.01], [-0.03, -0.04, 0.00], [0.01, 0.01, 0.00], [0.01, -0.03, -0.01], [-0.14, -0.07, -0.04], [0.34, 0.17, 0.01], [0.02, -0.09, -0.03], [-0.02, -0.12, -0.08], [0.22, -0.01, 0.11], [0.04, 0.00, -0.03], [0.05, -0.09, 0.08], [-0.16, -0.13, 0.09], [0.28, 0.06, 0.00], [-0.08, 0.02, 0.11]], "nbo_charge": [0.971, 1.390, 1.203, -0.380, -0.236, -1.005, -0.378, -0.986, -1.218, -0.378, -0.388, 0.520, 0.336, -0.552, -0.209, -0.659, 0.081, -0.207, -0.178, -0.210, -0.213, -0.214, 0.221, 0.248, 0.247, 0.196, 0.224, 0.232, 0.221, 0.499, 0.248, -0.172, -0.202, -0.188, 0.208, 0.503, 0.189, 0.236], "lumo_ev": -0.430, "multiplicity": 1, "gap_ev": 8.1, "total_energy_ha": -2008.8441, "homo_energy_ha": -0.315, "charge": 0, "max_force_ev_per_a": 1.29}

=====

Q: Which formula does entry 3 have?
A: C9H16FN2O7PSi2